A) The following is a quantum chemistry calculation of C4H7N3 in the gas phase, from the Open Molecules 2025 dataset.

Last column: natural (NBO) charge in e.
CARTESIAN COORDINATES (ANGSTROEM)
C (0.446, 0.602, -0.985)  -0.488
C (1.090, 0.946, 0.363)  -0.206
N (0.830, -0.256, 1.143)  -0.600
C (-0.357, -0.863, 0.780)  0.356
N (-0.987, -1.709, 1.487)  -0.668
C (-0.700, -0.294, -0.576)  0.241
N (-1.793, -0.547, -1.163)  -0.577
H (-1.830, -0.034, -2.048)  0.336
H (1.140, 0.022, -1.606)  0.236
H (0.116, 1.475, -1.555)  0.227
H (0.603, 1.835, 0.791)  0.178
H (2.162, 1.143, 0.281)  0.204
H (1.095, -0.302, 2.116)  0.404
H (-1.813, -2.018, 0.973)  0.356

Output
structure (SMILES)	[H]/N=C1\CCN\C1=N\[H]
E_HOMO	-9.12	eV
LUMO	0.68	eV
HOMO-LUMO gap	9.80	eV

B) The following is a quantum chemistry calculation of a molecular structure, C4H7N3, from the Open Molecules 2025 dataset.

Last column: natural (NBO) charge in e.
CARTESIAN COORDINATES (ANGSTROEM)
C (0.902, -0.825, 0.584)  -0.640
C (1.300, 0.515, -0.007)  -0.217
N (0.092, 1.337, 0.024)  -0.593
C (-1.062, 0.660, -0.253)  0.352
N (-2.171, 1.157, -0.617)  -0.651
C (-0.880, -0.819, -0.082)  0.086
N (-1.462, -1.880, -0.279)  -0.474
H (-0.131, -1.776, 0.137)  0.503
H (0.800, -0.797, 1.671)  0.230
H (1.559, -1.645, 0.270)  0.243
H (1.682, 0.388, -1.030)  0.186
H (2.085, 0.990, 0.588)  0.212
H (0.133, 2.297, -0.291)  0.408
H (-2.846, 0.398, -0.717)  0.355

Output
E_HOMO	-8.54	eV
LUMO	0.72	eV
HOMO-LUMO gap	9.26	eV

Most favorable first, least favorable last: A), B)

A) The following is a quantum chemistry calculation of C4H7N3 in the gas phase, from the Open Molecules 2025 dataset.

Last column: natural (NBO) charge in e.
CARTESIAN COORDINATES (ANGSTROEM)
N (0.771, -2.402, 0.270)  -0.837
C (0.281, -1.082, 0.099)  0.294
C (0.859, 0.170, 0.175)  -0.387
C (-0.178, 1.132, -0.073)  0.094
N (-0.015, 2.535, -0.194)  -0.815
C (-1.339, 0.431, -0.295)  -0.156
N (-1.041, -0.915, -0.185)  -0.512
H (1.025, -2.818, -0.622)  0.370
H (1.589, -2.413, 0.869)  0.376
H (1.920, 0.363, 0.315)  0.215
H (-0.735, 3.064, 0.287)  0.371
H (0.901, 2.831, 0.129)  0.367
H (-2.330, 0.775, -0.570)  0.208
H (-1.707, -1.671, -0.205)  0.413

Output
structure (SMILES)	Nc1c[nH]c(N)c1
E_HOMO	-7.30	eV
LUMO	1.08	eV
HOMO-LUMO gap	8.38	eV

B) The following is a quantum chemistry calculation of C4H7N3 in the gas phase, from the Open Molecules 2025 dataset.

Last column: natural (NBO) charge in e.
CARTESIAN COORDINATES (ANGSTROEM)
C (1.009, -0.472, 0.792)  -0.320
C (1.178, -1.323, -0.405)  -0.015
C (1.016, -1.915, -1.465)  -0.268
C (-0.568, 1.399, 0.129)  0.259
H (-1.380, -0.761, -0.452)  0.343
H (-2.438, 0.083, 0.779)  0.352
H (1.817, 0.309, 0.499)  0.286
H (1.180, -1.178, 1.575)  0.245
H (1.121, -2.699, -2.190)  0.241
H (-1.562, 1.784, 0.352)  0.159
H (-0.016, 3.036, -0.669)  0.342
N (-1.453, -0.630, 0.640)  -0.631
N (-0.284, 0.195, 0.775)  -0.300
N (0.380, 2.171, -0.361)  -0.692

Output
structure (SMILES)	[H]/N=C/N(N)CC#C
E_HOMO	-9.05	eV
LUMO	0.68	eV
HOMO-LUMO gap	9.72	eV

Most favorable first, least favorable last: A), B)

A) The following is a quantum chemistry calculation of a molecular structure, C4H6N2OS, from the Open Molecules 2025 dataset.

Last column: natural (NBO) charge in e.
CARTESIAN COORDINATES (ANGSTROEM)
C (0.032, 0.890, 0.317)  -0.021
C (1.617, 1.147, 0.002)  -0.277
C (1.755, -1.210, -0.067)  0.246
C (-0.557, -0.379, 0.013)  0.076
H (-1.686, 2.018, 0.564)  0.484
H (-0.234, 0.905, 1.500)  0.206
H (2.107, 1.868, 0.901)  0.229
H (1.477, 1.689, -0.958)  0.234
H (2.420, -2.054, -0.149)  0.198
H (-0.003, -2.384, 0.372)  0.433
N (2.425, -0.163, -0.055)  -0.418
N (0.350, -1.402, -0.056)  -0.626
O (-0.744, 1.936, -0.324)  -0.702
S (-2.165, -0.579, -0.028)  -0.061

Output
E_HOMO	-8.94	eV
LUMO	-0.46	eV
HOMO-LUMO gap	8.48	eV

B) The following is a quantum chemistry calculation of C4H6N2OS in the gas phase, from the Open Molecules 2025 dataset.

Last column: natural (NBO) charge in e.
CARTESIAN COORDINATES (ANGSTROEM)
C (-1.695, -1.217, 1.154)  -0.679
C (-1.435, -0.347, -0.042)  0.147
C (1.016, 0.925, -1.901)  -0.071
C (2.218, 0.788, 0.581)  0.291
H (-0.858, -1.590, 1.831)  0.246
H (-2.256, -2.138, 0.962)  0.238
H (-2.291, -0.510, 1.819)  0.223
H (-2.223, 0.136, -0.624)  0.191
H (1.106, 1.516, -2.770)  0.208
H (1.296, 1.304, 0.655)  0.135
N (-0.236, -0.275, -0.426)  -0.323
N (-0.140, 0.493, -1.566)  -0.283
O (2.955, 0.465, 1.464)  -0.511
S (2.542, 0.451, -1.136)  0.189

Output
structure (SMILES)	C/C=N/N=C\SC=O
E_HOMO	-9.53	eV
LUMO	0.11	eV
HOMO-LUMO gap	9.64	eV

C) The following is a quantum chemistry calculation of C4H6N2OS in the gas phase, from the Open Molecules 2025 dataset.

Last column: natural (NBO) charge in e.
CARTESIAN COORDINATES (ANGSTROEM)
C (0.208, 2.148, 2.532)  -0.553
C (-0.437, -0.774, -1.417)  0.532
C (0.436, -0.455, -2.626)  -0.707
C (-0.095, -0.284, -0.064)  -0.152
N (-0.619, -0.459, 2.145)  -0.547
N (-0.811, -0.719, 0.899)  -0.105
O (-1.313, -1.586, -1.545)  -0.517
S (0.607, 0.668, 2.862)  0.594
H (0.840, 2.912, 3.160)  0.208
H (0.530, 0.622, -2.823)  0.220
H (-0.061, -0.907, -3.428)  0.236
H (1.357, -0.897, -2.614)  0.227
H (0.715, 0.358, 0.105)  0.169
H (-1.357, -0.626, 2.813)  0.394

Output
E_HOMO	-9.13	eV
LUMO	-0.52	eV
HOMO-LUMO gap	8.61	eV

D) The following is a quantum chemistry calculation of C4H6N2OS in the gas phase, from the Open Molecules 2025 dataset.

Last column: natural (NBO) charge in e.
CARTESIAN COORDINATES (ANGSTROEM)
C (2.230, 0.921, -0.302)  -0.701
C (1.518, -0.370, -0.116)  0.149
C (-1.465, -1.779, 0.102)  0.013
C (-2.352, 0.938, 0.404)  0.283
H (1.415, 1.727, -0.527)  0.245
H (2.873, 0.833, -1.306)  0.238
H (2.749, 1.442, 0.515)  0.251
H (1.992, -1.396, 0.079)  0.196
H (-1.881, -2.655, 0.418)  0.190
H (-1.704, 0.862, 1.368)  0.159
N (0.210, -0.364, -0.182)  -0.324
N (-0.248, -1.605, 0.172)  -0.289
O (-2.590, 2.035, -0.075)  -0.521
S (-2.747, -0.590, -0.549)  0.110

Output
structure (SMILES)	C/C=N/N=C\SC=O
E_HOMO	-9.44	eV
LUMO	0.08	eV
HOMO-LUMO gap	9.51	eV

Most favorable first, least favorable last: B), D), A), C)

A) The following is a quantum chemistry calculation of a molecular structure, C4H6N2OS, from the Open Molecules 2025 dataset.

Last column: natural (NBO) charge in e.
CARTESIAN COORDINATES (ANGSTROEM)
C (0.860, -0.189, -0.494)  0.197
C (-1.419, -0.136, -0.576)  -0.252
C (-1.019, 0.721, 0.694)  -0.487
C (0.342, 0.050, 0.883)  -0.107
H (2.381, -0.105, 0.966)  0.415
H (-0.525, -0.548, -2.034)  0.380
H (-2.591, 0.145, -1.071)  0.228
H (-1.372, -1.348, -0.370)  0.194
H (-0.643, 1.857, 0.208)  0.270
H (-1.674, 0.742, 1.655)  0.253
N (1.902, -0.678, -0.943)  -0.041
N (-0.298, 0.338, -1.376)  -0.605
O (2.870, -0.706, 0.151)  -0.557
S (1.187, -0.144, 2.305)  0.110

Output
E_HOMO	-9.15	eV
LUMO	-1.53	eV
HOMO-LUMO gap	7.61	eV

B) The following is a quantum chemistry calculation of C4H6N2OS in the gas phase, from the Open Molecules 2025 dataset.

Last column: natural (NBO) charge in e.
CARTESIAN COORDINATES (ANGSTROEM)
C (-0.573, -1.837, 0.046)  -0.171
C (-1.266, -0.612, 0.136)  0.018
C (1.329, -0.457, -0.148)  -0.038
C (-0.862, 1.853, 0.131)  -0.416
N (0.789, -1.687, -0.192)  -0.504
N (-0.532, 0.430, 0.208)  -0.389
O (3.219, 1.499, -0.228)  -0.930
S (2.755, 0.182, 0.401)  0.944
H (-0.979, -2.828, 0.027)  0.215
H (-2.341, -0.643, -0.023)  0.199
H (-1.905, 2.100, 0.038)  0.189
H (-0.620, 2.248, 1.023)  0.204
H (-0.229, 2.317, -0.623)  0.228
H (1.214, -2.565, -0.795)  0.451

Output
E_HOMO (spin up / spin down)	-7.53 / -7.53	eV
LUMO (spin up / spin down)	-0.18 / -0.18	eV
HOMO-LUMO gap (spin up / spin down)	7.34 / 7.34	eV

C) The following is a quantum chemistry calculation of C4H6N2OS in the gas phase, from the Open Molecules 2025 dataset.

Last column: natural (NBO) charge in e.
CARTESIAN COORDINATES (ANGSTROEM)
C (2.978, -0.586, 0.051)  -0.695
C (1.558, -0.146, -0.024)  0.472
C (-1.115, 2.155, 0.059)  -0.402
C (-0.597, -0.414, -0.009)  0.314
H (3.472, -0.782, -1.019)  0.271
H (2.853, -1.269, 0.914)  0.256
H (3.383, 0.421, 0.529)  0.256
H (-0.925, 2.611, 1.019)  0.211
H (-0.791, 2.852, -0.636)  0.212
H (-2.143, 1.707, -0.122)  0.247
N (1.104, 1.106, -0.047)  -0.281
N (-0.293, 0.904, -0.118)  -0.245
O (0.530, -1.027, -0.042)  -0.422
S (-2.045, -1.090, 0.021)  -0.193

Output
structure (SMILES)	Cc1nn(C)c(=S)o1
E_HOMO	-8.29	eV
LUMO	0.69	eV
HOMO-LUMO gap	8.99	eV

Most favorable first, least favorable last: C), B), A)